[1]
This record from the OMol25 dataset describes the molecule C19H23N5O2S3 in a non-equilibrium geometry. The level of theory is ωB97M-V/def2-TZVPD.

The geometry in XYZ format:
```
52
Properties=species:S:1:pos:R:3:forces:R:3:lowdin_charge:R:1
C -4.6983 -3.3109 3.6750 0.090 -0.234 -0.125 -0.063
H -4.1660 -2.4660 4.1055 0.038 0.101 0.036 0.074
H -5.2698 -2.9623 2.8187 -0.106 0.078 -0.067 0.075
H -5.3929 -3.6926 4.4180 -0.087 0.011 0.091 0.063
C -3.7217 -4.4012 3.2316 -0.257 0.393 -0.135 -0.221
N -2.8281 -4.8253 4.2878 -0.108 -0.338 -0.024 -0.078
C -1.6078 -4.3013 4.5259 0.084 0.264 -0.349 -0.538
O -0.9060 -4.6746 5.4447 0.264 -0.054 0.266 0.063
C -1.1181 -3.1974 3.5939 0.331 -0.026 -0.373 -0.384
H -0.2355 -2.7489 4.0503 -0.178 -0.060 0.081 0.083
H -1.8767 -2.4370 3.4143 -0.083 -0.009 0.056 0.054
S -0.6086 -3.9061 1.9815 -0.096 -0.336 0.402 0.969
C -0.1012 -2.4741 1.1520 -0.046 0.838 0.263 -0.895
N 0.4035 -2.5119 -0.0212 -0.113 -1.064 0.054 0.029
C 0.7238 -1.2716 -0.4832 -0.022 1.104 0.256 -0.329
C 1.2973 -0.9765 -1.7173 -0.051 0.006 0.129 -0.008
C 1.5681 0.3344 -2.0314 -0.008 0.010 0.014 -0.016
C 1.2772 1.3785 -1.1395 -0.234 -0.223 0.395 -0.209
C 0.7027 1.1063 0.0967 0.025 0.233 0.001 -0.016
C 0.4359 -0.2127 0.4068 0.069 -0.503 -0.281 -0.458
S -0.2615 -0.8454 1.8679 0.151 -0.423 -0.408 1.050
H 0.4756 1.9019 0.7855 0.016 0.080 -0.022 0.102
N 1.5995 2.6689 -1.5528 0.196 -0.040 -0.261 0.117
C 1.3483 3.8388 -0.9247 0.266 0.141 -0.369 -0.535
O 0.7980 3.9820 0.1450 -0.176 0.082 0.337 0.064
C 1.8647 5.0405 -1.7158 -0.160 0.048 -0.216 -0.348
H 1.7740 5.9336 -1.0984 0.025 -0.127 -0.014 0.082
H 2.8952 4.8955 -2.0366 0.030 0.043 0.064 0.087
S 0.8775 5.3895 -3.2097 -0.150 0.175 0.193 1.000
C 1.6703 4.3586 -4.3735 0.090 -0.012 0.248 -0.628
N 2.4519 3.3381 -4.0952 -0.107 0.301 0.125 0.027
C 2.8483 2.8387 -5.2978 -0.021 0.089 -0.415 -0.126
C 2.2919 3.5669 -6.3050 0.269 -0.392 -0.096 -0.066
N 1.5410 4.5454 -5.7075 0.226 -0.205 0.405 -0.140
C 0.7443 5.5423 -6.3616 -0.394 0.275 -0.202 -0.035
H 0.6891 6.4283 -5.7288 0.042 0.005 -0.102 0.070
H 1.1977 5.8017 -7.3173 -0.015 0.028 0.076 0.097
H -0.2701 5.1748 -6.5347 0.054 0.051 -0.017 0.101
H 2.3644 3.4792 -7.3686 -0.010 0.004 -0.237 0.114
H 3.5061 1.9953 -5.3459 0.138 -0.171 -0.154 0.100
H 2.0458 2.7366 -2.4811 -0.080 0.083 0.320 0.078
H 2.0142 0.5792 -2.9841 0.045 0.021 -0.114 0.103
H 1.5196 -1.7795 -2.4008 0.042 -0.084 -0.109 0.114
C -3.2845 -5.8553 5.2097 0.088 -0.096 0.350 -0.194
C -3.7705 -5.2849 6.5389 0.085 -0.079 -0.176 -0.067
H -2.9608 -4.7417 7.0177 0.039 0.035 0.072 0.073
H -4.0789 -6.0965 7.1924 -0.059 -0.062 0.123 0.074
H -4.6119 -4.6118 6.3973 -0.102 0.050 0.015 0.060
H -4.0788 -6.4228 4.7219 0.072 0.024 -0.044 0.118
H -2.4378 -6.5200 5.4035 -0.159 -0.010 -0.067 0.122
H -3.1376 -4.0539 2.3785 -0.082 -0.079 0.045 0.070
H -4.2858 -5.2773 2.8991 0.130 0.053 -0.039 0.122
```
Forces are in eV/Å.

Properties
LUMO level	0.469	eV
SMILES	CCN(CC)C(=O)CSc1nc2ccc(NC(=O)CSc3nccn3C)cc2s1
ΔE to the lowest compared entry with this formula, charge and spin	0.0	kcal/mol


[2]
This record from the OMol25 dataset describes the molecule C19H23NO2. The level of theory is ωB97M-V/def2-TZVPD.

The geometry in XYZ format:
```
45
Properties=species:S:1:pos:R:3:forces:R:3:lowdin_charge:R:1
C -1.0174 -3.0359 6.7743 -0.013 0.001 -0.017 -0.052
C -1.3098 -2.6865 5.3463 0.051 0.042 -0.108 -0.282
C -0.3199 -2.1957 4.5166 0.014 0.046 -0.128 0.029
C -0.5870 -1.8687 3.1862 -0.072 -0.065 0.110 -0.260
C -1.8720 -2.0405 2.6877 0.228 0.152 -0.309 -0.032
C -2.8648 -2.5328 3.5210 -0.049 -0.061 0.150 -0.084
C -2.5944 -2.8548 4.8347 -0.094 -0.006 -0.051 -0.068
H -3.3777 -3.2377 5.4720 -0.093 -0.042 0.070 0.108
H -3.8630 -2.6637 3.1287 -0.072 -0.008 -0.031 0.103
H -2.1136 -1.7954 1.6655 0.023 0.033 -0.091 0.100
O 0.4744 -1.3996 2.4725 -0.005 -0.036 0.243 -0.038
C 0.2815 -1.0523 1.1195 0.115 0.109 -0.339 -0.213
C 1.6096 -0.5343 0.5758 -0.289 -0.129 0.108 -0.154
H 2.3848 -1.2740 0.7811 0.016 0.018 -0.003 0.121
H 1.8672 0.3889 1.0952 0.051 -0.015 0.002 0.123
C 1.5248 -0.2600 -0.9257 0.029 0.209 0.271 -0.106
C 0.5336 0.8607 -1.2012 0.190 -0.502 -0.059 -0.523
O 0.6529 1.9686 -0.7263 0.151 0.305 0.208 0.073
N -0.5218 0.5057 -1.9760 -0.396 -0.211 -0.259 0.061
H -0.5171 -0.3947 -2.4287 0.142 0.038 0.140 0.137
C -1.4456 1.4863 -2.4959 -0.184 0.116 -0.085 -0.169
H -1.3227 2.3790 -1.8790 -0.117 -0.095 -0.055 0.122
C -1.1420 1.8204 -3.9664 0.090 0.014 0.314 -0.132
C 0.2802 2.2890 -4.0902 -0.108 -0.014 -0.184 -0.250
C 1.2927 1.3965 -4.4150 -0.033 0.018 -0.039 -0.059
C 2.6129 1.8094 -4.4509 0.121 -0.068 0.006 -0.087
C 2.9358 3.1226 -4.1594 0.111 0.024 0.005 -0.091
C 1.9325 4.0205 -3.8372 0.015 0.095 0.028 -0.077
C 0.6145 3.6054 -3.8012 0.013 -0.048 -0.056 -0.040
H -0.1645 4.3069 -3.5403 -0.095 0.086 0.043 0.117
H 2.1793 5.0463 -3.6067 0.020 0.085 0.020 0.103
H 3.9663 3.4449 -4.1817 0.077 0.031 -0.007 0.100
H 3.3905 1.1026 -4.7035 0.062 -0.043 -0.028 0.101
H 1.0479 0.3683 -4.6466 -0.046 -0.079 -0.034 0.110
H -1.8332 2.5970 -4.2964 -0.049 -0.036 -0.064 0.116
H -1.3017 0.9306 -4.5804 -0.043 0.035 -0.050 0.112
H -2.4686 1.1110 -2.3953 0.057 0.105 0.033 0.119
H 2.5003 0.0766 -1.2813 -0.054 -0.020 -0.078 0.124
H 1.2503 -1.1695 -1.4630 0.033 -0.024 -0.063 0.111
H -0.4872 -0.2727 1.0272 0.011 -0.114 0.022 0.134
H -0.0427 -1.9354 0.5472 -0.022 0.092 0.059 0.136
H 0.6864 -2.0517 4.8791 0.134 0.013 0.069 0.122
H -1.6469 -2.4504 7.4431 0.000 0.012 0.092 0.081
H -1.2285 -4.0889 6.9569 0.017 -0.055 0.071 0.081
H 0.0238 -2.8421 7.0175 0.062 -0.007 0.076 0.073
```
Forces are in eV/Å.

Properties
LUMO level	0.646	eV
SMILES	Cc1cccc(OCCCC(=O)NCCc2ccccc2)c1
ΔE to the lowest compared entry with this formula, charge and spin	15.0	kcal/mol


[3]
This record from the OMol25 dataset describes the molecule C19H23NO2S in a non-equilibrium geometry. The level of theory is ωB97M-V/def2-TZVPD.

The geometry in XYZ format:
```
46
Properties=species:S:1:pos:R:3:forces:R:3:lowdin_charge:R:1
C -1.5291 -3.4662 -1.2236 -0.034 -0.046 0.035 -0.047
C -1.5915 -2.3776 -0.1952 0.013 0.039 -0.002 -0.269
C -2.7735 -1.6778 0.0062 0.084 0.015 0.096 -0.027
C -2.8573 -0.6657 0.9513 0.111 -0.125 0.080 -0.294
C -1.7414 -0.3632 1.7230 -0.079 -0.083 0.050 -0.045
C -0.5627 -1.0612 1.5391 -0.006 -0.011 0.098 -0.074
C -0.4851 -2.0561 0.5799 -0.001 -0.020 0.009 -0.057
H 0.4428 -2.5903 0.4331 0.118 -0.067 -0.029 0.106
H 0.3016 -0.8169 2.1382 0.119 0.030 0.046 0.107
H -1.7946 0.4228 2.4624 -0.012 0.103 0.045 0.121
C -4.1256 0.1001 1.1504 -0.309 0.325 -0.334 -0.420
H -3.9509 0.9990 1.7431 0.037 -0.158 0.065 0.072
H -4.8806 -0.5111 1.6493 -0.015 0.060 0.035 0.082
S -4.9551 0.6043 -0.4018 0.017 0.072 0.037 0.861
C -3.5610 1.1980 -1.4482 -0.260 -0.435 0.237 -0.374
C -2.4807 1.8419 -0.6740 -0.321 0.615 0.265 -0.341
C -2.4702 2.9086 0.1830 -0.060 -0.489 -0.436 -0.008
C -1.1441 3.0295 0.6462 0.617 -0.549 -0.291 0.025
C -0.4307 2.0275 0.0413 -0.343 0.928 0.638 -0.182
C 0.9938 1.6724 0.1742 -0.120 -0.404 -0.398 -0.437
O 1.7511 2.3195 0.8744 0.048 0.197 0.206 0.070
N 1.3431 0.5842 -0.5498 -0.161 -0.126 -0.259 0.124
H 0.6049 0.1096 -1.0439 0.001 0.045 0.079 0.132
C 2.6673 0.0021 -0.5921 0.281 0.295 0.273 -0.300
H 2.6137 -0.8627 -1.2617 -0.014 0.052 0.034 0.155
C 3.7543 0.9665 -1.0784 0.029 -0.109 -0.133 -0.143
C 5.0584 0.2700 -0.6857 0.045 0.085 -0.106 -0.181
H 5.4155 -0.3510 -1.5084 0.066 0.023 -0.005 0.103
C 4.7145 -0.6093 0.5344 0.011 -0.099 0.116 -0.178
H 5.2871 -0.3176 1.4130 0.040 -0.079 0.029 0.103
H 4.9437 -1.6545 0.3227 0.053 -0.009 0.053 0.102
C 3.2124 -0.4307 0.7739 -0.019 -0.131 -0.055 -0.147
H 2.7377 -1.3382 1.1447 -0.072 -0.032 0.057 0.101
H 3.0317 0.3773 1.4815 -0.050 -0.020 0.013 0.110
H 5.8380 0.9936 -0.4548 0.069 -0.016 -0.065 0.103
H 3.6427 1.9049 -0.5370 -0.035 0.011 -0.034 0.110
H 3.6879 1.1655 -2.1472 -0.040 0.054 -0.039 0.113
O -1.2467 1.3064 -0.7675 0.168 -0.044 -0.191 0.069
H -0.7533 3.7507 1.3335 0.176 0.118 0.140 0.120
H -3.3082 3.5227 0.4444 -0.231 0.070 0.020 0.119
H -3.1571 0.3455 -1.9952 0.043 0.132 -0.056 0.081
H -4.0347 1.8923 -2.1427 0.084 -0.048 -0.036 0.081
H -3.6449 -1.9182 -0.5878 -0.096 0.008 -0.103 0.114
H -0.5011 -3.7621 -1.4179 0.047 -0.053 -0.054 0.074
H -2.0761 -4.3415 -0.8731 -0.003 -0.096 -0.049 0.085
H -1.9860 -3.1432 -2.1575 -0.002 -0.029 -0.081 0.079
```
Forces are in eV/Å.

Properties
LUMO level	0.597	eV
SMILES	Cc1cccc(CSCc2ccc(C(=O)NC3CCCC3)o2)c1
ΔE to the lowest compared entry with this formula, charge and spin	1.7	kcal/mol


[4]
This record from the OMol25 dataset describes a structure of composition C19H24AlBBrCl6F8MgN4O in a non-equilibrium geometry. The level of theory is ωB97M-V/def2-TZVPD.

The geometry in XYZ format:
```
66
Properties=species:S:1:pos:R:3:forces:R:3:lowdin_charge:R:1
N -1.7201 0.5658 6.2192 -0.803 -0.381 0.173 0.044
C -1.6768 1.1836 4.9668 -0.487 1.033 -2.196 -0.253
N -2.3619 2.3314 4.8449 3.239 -1.663 0.839 0.188
C -1.8816 3.2730 3.8046 -0.702 1.382 -1.695 -0.097
C -0.4792 2.9713 3.2054 0.504 0.259 -0.092 -0.111
C 0.1018 1.5763 3.5662 1.960 0.632 0.396 -0.242
C 1.1502 1.0241 2.5639 -0.344 -1.436 -0.278 -0.153
C 1.3022 -0.4062 2.3959 1.165 2.093 -1.147 0.007
C 2.2735 -0.7285 1.4151 -0.611 0.625 1.026 -0.051
C 2.9661 0.3141 0.7382 1.437 -0.926 0.303 -0.323
N 2.8965 1.6616 0.8882 -1.571 -2.350 1.855 0.064
C 1.9643 1.9137 1.8203 -0.835 1.707 0.711 -0.124
N -0.9441 0.5589 3.9112 -1.057 1.701 1.058 -0.017
C -1.8041 0.2309 2.7404 -1.247 -1.704 -0.606 -0.101
C -3.2350 -0.2309 3.2025 0.117 1.294 -0.920 -0.100
C -3.9682 -1.0126 2.0773 1.188 -2.863 2.002 -0.563
F -4.2943 -0.1283 0.8913 1.201 -2.360 0.387 -0.281
F -3.2084 -1.9694 1.5895 -0.363 1.229 -0.670 0.165
F -5.0592 -1.5568 2.5526 -0.071 1.100 -0.908 0.224
H -2.6766 0.3640 6.5913 0.485 1.472 -0.790 -0.013
H -0.8723 0.3932 6.7996 0.015 1.107 -1.459 0.000
H -2.5533 2.7683 5.7458 -0.578 -0.069 -0.221 0.179
H -1.8664 4.2920 4.2579 -0.220 -0.903 -0.055 0.149
H -2.6297 3.3447 2.9768 0.416 -0.298 0.761 0.130
H 0.2365 3.7318 3.6026 -0.557 -0.600 -0.263 0.135
H -0.4956 3.1554 2.1062 -0.200 -0.380 0.773 0.137
H 0.6730 1.7187 4.5278 -0.512 -0.132 -0.553 0.159
H 0.7121 -1.1325 2.9732 0.484 0.266 -0.473 0.118
H 2.4831 -1.7793 1.1721 0.000 0.778 0.178 0.104
H 3.6801 -0.0172 -0.0199 0.094 0.039 1.332 -0.005
H 1.8170 2.9982 2.0316 0.143 -0.754 -0.206 0.116
H -1.8971 1.0312 1.9744 0.233 -0.223 0.638 0.144
H -1.3566 -0.6643 2.2504 -0.013 0.835 0.288 0.138
H -3.2109 -0.8816 4.0997 -0.055 0.044 -0.735 0.144
H -3.8602 0.6736 3.3795 0.453 -0.896 0.369 0.018
Cl 2.6520 0.4893 -1.7280 -1.096 0.106 -2.421 0.072
Al -1.9007 -0.7493 7.8286 -0.298 -2.942 2.665 1.112
F -2.9592 -4.0597 0.9788 0.449 0.061 -0.015 -0.325
Cl 4.4280 -0.4219 -2.9350 1.020 0.548 0.459 -0.152
Br -5.2006 1.4208 1.5700 -1.947 2.837 0.004 0.834
Mg 6.5834 0.9712 -2.2802 -0.660 -0.569 -0.443 0.621
C 3.1993 -0.7694 -6.4070 -0.011 -0.028 -0.080 -0.129
C 2.1334 -1.4320 -7.0020 -0.004 0.026 -0.007 -0.090
C 2.1873 -1.7678 -8.3481 -0.004 -0.005 -0.001 -0.092
C 3.3119 -1.4495 -9.0978 -0.003 0.013 -0.003 -0.092
C 4.3793 -0.7905 -8.5025 0.033 0.025 0.008 -0.097
C 4.3225 -0.4461 -7.1580 -0.068 -0.117 0.005 -0.136
H 3.1542 -0.5055 -5.3597 -0.021 -0.025 -0.036 0.020
H 1.2586 -1.6863 -6.4153 0.026 0.011 -0.018 0.102
H 1.3531 -2.2787 -8.8132 0.029 0.003 0.015 0.102
H 3.3563 -1.7156 -10.1469 0.001 0.010 0.030 0.102
H 5.2573 -0.5440 -9.0881 -0.030 -0.008 0.010 0.102
H 5.1543 0.0728 -6.6968 -0.023 -0.039 0.014 0.074
B -6.5112 -4.8755 2.3653 -0.099 -0.304 -0.288 -1.219
F -6.8366 -6.2399 2.2259 0.121 0.446 0.125 0.078
F -5.5019 -4.7225 3.3639 -0.142 0.217 -0.036 0.034
F -6.0337 -4.3652 1.1329 -0.149 0.089 0.406 0.059
F -7.6666 -4.1443 2.7581 0.323 0.016 0.026 0.047
O 0.8956 -2.9192 0.2626 -0.359 0.147 -0.174 -0.064
H -0.0310 -3.1000 0.0544 0.015 -0.304 0.071 0.051
H 1.1826 -2.3302 -0.4457 -0.038 -0.107 -0.084 0.030
C 3.5242 3.3569 -5.9984 0.006 0.032 -0.089 -2.021
Cl 4.7505 2.9593 -7.2115 -0.097 0.136 0.126 0.547
Cl 1.9150 3.1977 -6.7125 0.169 -0.037 0.105 0.541
Cl 3.6742 2.2542 -4.6145 -0.040 0.188 -0.167 0.439
Cl 3.7636 5.0227 -5.4417 -0.009 -0.083 -0.029 0.518
```
Forces are in eV/Å.

Properties
LUMO level	-7.902	eV
charge	+1


[5]
This record from the OMol25 dataset describes a structure of composition C19H24AsInN3O2S3. The level of theory is ωB97M-V/def2-TZVPD.

The geometry in XYZ format:
```
53
Properties=species:S:1:pos:R:3:forces:R:3:lowdin_charge:R:1
In -0.1816 0.4399 0.7796 0.292 0.272 0.016 0.405
C -5.2703 2.4091 0.7862 -0.055 0.057 0.003 -0.432
S -5.0661 0.6579 0.4470 0.046 0.010 0.044 0.907
C -3.3659 0.3760 0.6990 -0.048 -0.066 -0.095 -1.038
S -2.3106 1.6948 1.1335 -0.134 -0.079 -0.062 0.653
N -3.0776 -0.8884 0.5164 0.576 0.241 0.141 -0.064
N -1.7408 -1.1649 0.6097 -0.523 0.023 0.003 -0.096
C -1.3801 -2.3750 0.7344 0.328 -0.216 -0.068 -0.026
C 0.0691 -2.6682 0.7754 -0.338 0.192 -0.087 -0.234
C 0.5361 -3.9442 1.0124 0.100 -0.125 -0.012 0.010
C 1.9089 -4.1564 1.0285 -0.042 -0.078 0.023 -0.020
C 2.7599 -3.0949 0.7852 0.050 0.025 -0.030 -0.015
C 2.2108 -1.8444 0.5470 -0.096 0.065 -0.061 -0.077
N 0.8965 -1.6326 0.5539 0.057 -0.035 0.161 0.061
H -6.3216 2.6043 0.5784 0.008 0.017 0.026 0.039
H -4.6579 3.0178 0.1269 -0.003 -0.005 -0.005 0.025
H -5.0603 2.6406 1.8273 0.008 0.008 -0.006 0.035
H -2.1125 -3.1743 0.7931 0.024 -0.017 0.007 0.147
H -0.1639 -4.7524 1.1772 0.019 0.005 0.005 0.127
H 2.3036 -5.1449 1.2224 0.003 0.006 -0.009 0.122
H 3.8331 -3.2188 0.7759 -0.005 -0.009 0.001 0.120
H 2.8360 -0.9860 0.3378 -0.010 0.006 0.036 0.121
C 0.4315 -0.5556 5.1918 0.049 -0.056 -0.012 0.014
C 0.7716 -0.1748 3.7800 0.172 0.041 -0.124 -0.324
O -0.1590 -0.1180 2.9648 -0.179 -0.052 0.068 -0.023
C 2.1574 0.0959 3.3981 -0.208 -0.095 0.201 -0.101
C 3.1872 -0.4408 4.1918 0.044 0.023 -0.022 -0.025
C 4.5108 -0.2677 3.8690 -0.032 0.064 -0.075 -0.073
C 4.8241 0.4883 2.7340 0.039 -0.016 0.017 -0.055
C 3.8370 1.0444 1.9508 0.020 -0.030 0.027 -0.020
C 2.4723 0.8678 2.2525 -0.031 -0.015 0.069 -0.348
O 1.5648 1.4374 1.4855 0.019 -0.099 -0.079 -0.231
H -0.6342 -0.4153 5.3487 -0.006 0.003 -0.016 0.097
H 1.0057 0.0244 5.9117 -0.021 0.002 0.005 0.098
H 0.6657 -1.6115 5.3505 -0.002 0.007 0.001 0.103
H 2.9278 -1.0219 5.0670 0.004 0.009 -0.001 0.113
H 5.2902 -0.6972 4.4819 0.005 0.004 -0.015 0.107
H 5.8621 0.6402 2.4637 -0.011 0.002 -0.004 0.113
H 4.0910 1.6115 1.0647 0.047 -0.062 0.069 0.098
C 0.1975 4.0910 0.5618 -0.089 0.042 0.065 -0.244
As 1.0840 3.3275 -0.9464 -0.151 -0.083 -0.054 0.761
C 0.6295 4.4422 -2.4353 0.024 0.015 -0.055 -0.245
C 2.9533 3.5750 -0.6600 0.122 0.019 -0.027 -0.224
S 0.5050 1.3510 -1.5086 -0.051 -0.191 -0.055 0.266
H 0.6223 5.0859 0.6955 -0.055 0.027 0.052 0.056
H 0.3832 3.4837 1.4444 0.023 0.024 -0.013 0.025
H -0.8667 4.1589 0.3494 -0.028 0.021 0.033 0.027
H 0.8884 5.4765 -2.2144 0.003 0.007 -0.003 0.049
H -0.4377 4.3514 -2.6222 -0.014 0.003 -0.013 0.047
H 1.1813 4.0971 -3.3068 -0.013 0.017 -0.034 0.047
H 3.1484 4.6425 -0.7548 0.096 0.003 0.018 0.051
H 3.5049 3.0244 -1.4182 0.039 0.004 0.001 0.054
H 3.2138 3.2246 0.3343 -0.074 0.065 -0.057 0.014
```
Forces are in eV/Å.

Properties
LUMO level	-3.465	eV
charge	+1
ΔE to the lowest compared entry with this formula, charge and spin	0.0	kcal/mol